ORCA calculation (ωB97M-V/def2-TZVPD) on 2 unconnected molecules or ions with the total composition C5H14.

**Energy above the lowest of the compared OMol25 structures with the same formula, charge and spin**: 7.1 kcal/mol
**SMILES**: CCC.CC
**HOMO energy**: -11.341 eV
**Largest force on an atom**: 1.73 eV Å⁻¹
**LUMO energy**: 1.2 eV
**HOMO-LUMO gap**: 12.50 eV

Structure (ORCA input):
```
! wB97M-V def2-TZVPD RIJCOSX def2/J DEFGRID3
* xyz 0 1
H 0.820 0.935 -2.747
H -0.224 -0.355 2.684
H -0.041 0.365 1.055
C 0.198 -0.497 1.688
C 0.422 1.205 -1.772
H 1.286 -0.459 1.821
H 1.979 2.705 -1.717
H -0.629 1.435 -1.948
H 0.443 0.368 -1.077
C 1.089 2.449 -1.133
C -0.192 -1.809 1.017
H -2.301 -1.364 1.193
H -1.727 -1.204 -0.402
H 0.461 3.326 -1.217
H -0.027 -2.654 1.691
H 1.524 2.230 -0.158
H 0.531 -1.979 0.225
C -1.612 -1.844 0.480
H -2.000 -2.852 0.316
*
```

Atom charges from the natural (NBO) analysis, given in e for atoms 1 to 5: number 1, H, carries 0.208; number 2, H, carries 0.205; number 3, H, carries 0.201; number 4, C, carries -0.607; number 5, C, carries -0.616

---

ORCA calculation (ωB97M-V/def2-TZVPD) on 2 unconnected molecules or ions with the total composition C5H14.

**Energy above the lowest of the compared OMol25 structures with the same formula, charge and spin**: 5.5 kcal/mol
**HOMO energy (alpha / beta)**: -14.789 / -14.779 eV
**Largest force on an atom**: 1.25 eV Å⁻¹
**LUMO energy (alpha / beta)**: -3.2 / -10.1 eV
**HOMO-LUMO gap (alpha / beta)**: 11.62 / 4.72 eV

Structure (ORCA input):
```
! wB97M-V def2-TZVPD RIJCOSX def2/J DEFGRID3
* xyz 1 2
H -0.118 1.566 0.101
H 0.736 -1.986 -1.953
H -1.269 -2.783 -1.975
C 0.044 1.826 1.146
H -1.454 -0.466 -0.648
H 0.441 -0.364 -2.048
H -0.390 -1.146 0.618
C -0.619 -1.138 -0.441
C 0.631 -1.126 -1.267
H 1.503 -0.919 -0.655
H -2.357 -2.392 -0.634
H 1.150 3.695 0.831
H 1.187 3.102 2.385
H -0.881 2.266 1.514
C -1.330 -2.616 -0.907
H 0.149 0.885 1.679
H 2.182 2.227 1.196
C 1.240 2.742 1.353
H -0.846 -3.372 -0.294
*
```

Atom charges from the natural (NBO) analysis, given in e for atoms 1 to 5: number 1, H, carries 0.168; number 2, H, carries 0.304; number 3, H, carries 0.239; number 4, C, carries -0.599; number 5, H, carries 0.283

---

ORCA calculation (ωB97M-V/def2-TZVPD) on a molecular structure, C5H14B2FO5Tl.

**Energy above the lowest of the compared OMol25 structures with the same formula, charge and spin**: 176.3 kcal/mol
**HOMO energy**: -8.603 eV
**Largest force on an atom**: 5.20 eV Å⁻¹
**LUMO energy**: -7.0 eV
**HOMO-LUMO gap**: 1.56 eV

Structure (ORCA input):
```
! wB97M-V def2-TZVPD RIJCOSX def2/J DEFGRID3
* xyz 0 1
C 0.604 -4.919 2.481
B -0.014 2.179 4.674
Tl 0.637 2.248 -0.341
O 1.916 -5.395 2.685
O 1.580 5.202 -5.230
H 2.458 -7.076 3.786
H -3.392 4.159 -0.001
O -0.246 -5.923 2.505
O 0.308 -3.767 2.148
H 2.240 -7.374 2.040
H -0.126 2.126 5.746
O 1.000 3.235 -5.882
C 1.509 4.845 -7.568
H -0.114 3.168 4.255
H -5.047 3.890 -0.481
H -3.689 3.437 -1.542
H 2.331 4.452 -8.166
C 1.866 -6.826 2.905
C 0.355 -7.074 3.037
H 0.029 -7.965 2.501
H 1.725 5.913 -7.586
B -4.049 3.484 -0.526
C 1.353 4.395 -6.137
H 0.541 4.808 -8.069
F -0.017 -7.267 4.292
H -0.776 1.618 4.155
H -3.973 2.511 -0.064
H 0.991 1.915 4.382
*
```

Atom charges from the natural (NBO) analysis, given in e for atoms 1 to 5: number 1, C, carries 0.972; number 2, B, carries -0.575; number 3, Tl, carries 0.994; number 4, O, carries -0.494; number 5, O, carries -0.462

---

ORCA calculation (ωB97M-V/def2-TZVPD) on a molecular structure, C5H14BiClIO2P.

**Energy above the lowest of the compared OMol25 structures with the same formula, charge and spin**: 30.3 kcal/mol
**HOMO energy (alpha / beta)**: -17.369 / -17.244 eV
**Largest force on an atom**: 4.02 eV Å⁻¹
**LUMO energy (alpha / beta)**: -11.2 / -12.1 eV
**HOMO-LUMO gap (alpha / beta)**: 6.17 / 5.19 eV

Structure (ORCA input):
```
! wB97M-V def2-TZVPD RIJCOSX def2/J DEFGRID3
* xyz 2 1
C -1.227 2.458 0.415
H 0.742 1.761 -1.829
H 2.669 0.032 -0.713
H -1.373 -1.730 -2.339
C 0.719 0.881 1.736
C 2.116 -0.883 -0.979
Bi -0.934 -0.660 1.444
O -1.225 3.582 0.181
H -1.804 0.058 4.791
H 1.103 1.336 0.821
H 2.281 -1.654 -0.214
P 0.319 -0.509 -1.062
H 0.316 -2.208 -2.770
Cl 0.582 -2.667 1.709
H -0.421 -2.794 -1.246
H 2.446 -1.248 -1.964
C -0.368 -1.950 -1.950
O -2.080 0.519 3.969
H -0.780 1.136 -2.500
H 1.507 0.310 2.254
H 0.778 0.609 -3.194
I -2.878 0.603 -0.720
H -3.055 0.503 4.010
C 0.259 0.877 -2.264
H 0.309 1.639 2.415
*
```

Atom charges from the natural (NBO) analysis, given in e for atoms 1 to 5: number 1, C, carries 0.476; number 2, H, carries 0.262; number 3, H, carries 0.265; number 4, H, carries 0.263; number 5, C, carries -0.852

---

ORCA calculation (ωB97M-V/def2-TZVPD) on 2 unconnected molecules or ions with the total composition C5H14BrNO.

**Energy above the lowest of the compared OMol25 structures with the same formula, charge and spin**: 17.4 kcal/mol
**HOMO energy**: -6.991 eV
**Largest force on an atom**: 2.39 eV Å⁻¹
**LUMO energy**: -0.2 eV
**HOMO-LUMO gap**: 6.76 eV

Structure (ORCA input):
```
! wB97M-V def2-TZVPD RIJCOSX def2/J DEFGRID3
* xyz 0 1
H -0.482 2.389 -1.003
C -0.217 -0.462 0.914
C -0.056 1.822 -0.175
O 2.201 -0.462 0.522
N -0.596 0.374 -0.363
H -0.916 -0.222 1.715
H -0.147 -1.438 -1.519
H 1.312 -1.101 2.219
H -2.480 1.091 -1.238
C -2.164 0.416 -0.444
H -0.326 0.108 -2.469
Br 2.723 -3.426 -0.261
C 1.195 -0.319 1.468
H -0.476 -1.505 0.733
H 2.439 -1.388 0.436
H -0.443 2.071 0.813
H 1.438 0.605 1.991
H -2.635 -0.555 -0.600
H 1.030 1.739 -0.147
H -2.567 0.782 0.501
H 1.117 -0.152 -1.532
C 0.049 -0.366 -1.562
*
```

Atom charges from the natural (NBO) analysis, given in e for atoms 1 to 5: number 1, H, carries 0.220; number 2, C, carries -0.242; number 3, C, carries -0.397; number 4, O, carries -0.782; number 5, N, carries -0.215

---

ORCA calculation (ωB97M-V/def2-TZVPD) on 3 unconnected molecules or ions with the total composition C5H14FN2.

**Energy above the lowest of the compared OMol25 structures with the same formula, charge and spin**: 18.0 kcal/mol
**HOMO energy**: -12.620 eV
**Largest force on an atom**: 3.30 eV Å⁻¹
**LUMO energy**: -3.2 eV
**HOMO-LUMO gap**: 9.41 eV

Structure (ORCA input):
```
! wB97M-V def2-TZVPD RIJCOSX def2/J DEFGRID3
* xyz 1 1
N 1.788 1.448 -1.365
H 1.472 0.835 1.833
H 2.470 1.037 -2.030
H -1.405 1.517 -0.237
C -1.001 -1.285 0.232
C -0.919 -0.514 -0.875
C -1.505 0.868 -1.117
N 1.809 0.378 1.056
H 1.413 -1.436 2.175
H 2.032 0.992 -0.486
H -0.712 -1.084 -1.750
H 0.819 1.291 -1.420
H -2.523 0.601 -1.275
H -1.091 1.187 -2.059
H 2.029 2.379 -1.319
C 1.826 -0.833 1.392
H -0.728 -2.319 0.128
C -1.822 -0.839 1.460
H -1.184 -0.961 2.425
F 2.231 -1.665 0.448
H -2.603 -1.625 1.572
H -2.396 0.029 1.211
*
```

Atom charges from the natural (NBO) analysis, given in e for atoms 1 to 5: number 1, N, carries -0.877; number 2, H, carries 0.376; number 3, H, carries 0.449; number 4, H, carries 0.225; number 5, C, carries -0.177